ORCA calculation (ωB97M-V with the def2-TZVPD basis set) on C37H40FeNP2Sb as an isolated structure.

XYZ file:
```
82
Properties=species:S:1:pos:R:3
C -2.511 2.203 -4.325
C -1.909 2.433 -3.106
C -2.845 2.690 -2.005
C -4.065 1.861 -1.975
C -4.485 1.300 -3.232
C -3.797 1.637 -4.405
C -4.676 1.678 -0.702
C -4.180 2.346 0.456
C -2.967 3.140 0.243
C -2.132 3.353 1.421
C -2.806 3.538 2.613
C -4.073 2.978 2.813
C -4.668 2.240 1.795
H -2.013 2.558 -5.222
H -5.327 0.584 -3.284
H -4.195 1.405 -5.406
H -5.356 0.797 -0.569
H -2.367 4.195 3.356
H -4.536 3.090 3.795
H -5.487 1.543 2.026
N -2.644 3.582 -1.005
Fe 1.255 0.570 -0.173
C -0.390 2.595 -3.036
H -0.073 3.442 -2.431
H 0.052 2.769 -4.034
C -0.607 3.618 1.362
H -0.295 4.209 0.490
H -0.277 4.163 2.268
P 0.446 1.159 -2.273
P 0.363 2.060 1.314
C 0.207 1.445 3.027
H 0.583 0.406 3.064
H 0.779 2.113 3.699
H -0.870 1.444 3.268
C 2.131 2.591 1.144
H 2.457 2.982 2.123
H 2.769 1.716 0.887
H 2.215 3.365 0.357
C 0.222 -0.196 -3.461
H 0.881 -0.121 -4.332
H 0.403 -1.158 -2.972
H -0.821 -0.196 -3.779
C 2.268 1.582 -2.295
H 2.845 0.992 -1.548
H 2.709 1.373 -3.285
H 2.385 2.651 -2.051
H -0.202 0.246 0.164
H -0.655 -0.433 -0.235
C 0.623 -5.762 -2.197
C -0.502 -4.908 -2.195
C -0.449 -3.677 -1.503
C 0.737 -3.375 -0.818
C 1.863 -4.207 -0.840
C 1.814 -5.430 -1.521
Sb 0.936 -1.757 0.548
C 0.201 -2.276 2.450
C -1.068 -1.935 2.953
C -1.415 -2.490 4.203
C -0.499 -3.333 4.874
C 0.774 -3.650 4.341
C 1.133 -3.077 3.122
C 3.019 -1.157 0.425
C 3.612 -0.684 1.617
C 4.984 -0.409 1.600
C 5.678 -0.586 0.381
C 5.065 -0.996 -0.837
C 3.691 -1.270 -0.811
H 0.575 -6.728 -2.710
H -1.420 -5.209 -2.720
H -1.302 -2.983 -1.470
H 2.764 -3.918 -0.293
H 2.693 -6.090 -1.490
H -1.730 -1.254 2.388
H -2.391 -2.262 4.661
H -0.766 -3.773 5.836
H 1.496 -4.316 4.830
H 2.130 -3.251 2.687
H 2.999 -0.556 2.520
H 5.488 -0.105 2.544
H 6.755 -0.421 0.374
H 5.635 -1.146 -1.773
H 3.140 -1.547 -1.725
```

- HOMO energy (alpha / beta) (eV) = -8.47 / -9.75
- E_LUMO (alpha / beta) (eV) = -2.02 / -4.64
- net charge = +1
- Kohn-Sham gap (alpha / beta) (eV) = 6.454 / 5.118
- multiplicity = 6
- energy (eV) = -99994.904
- expectation value of S² = 8.861
- largest force on an atom (eV/Å) = 4.26